(1)
Here is a molecular structure, C3H4OS from OMol25. Energies are from ωB97M-V/def2-TZVPD.

Cartesian coordinates (Å):
C 0.77042 0.05995 0.02990
C -0.24935 -1.14400 0.05644
C -0.28931 1.13449 -0.06412
H -0.18824 -1.71333 1.04197
H 0.11005 -1.75697 -0.98172
H -0.19616 2.22808 -0.48101
H -0.24888 1.31689 1.19421
O 1.92336 -0.05787 -0.44994
S -1.63189 -0.06724 -0.34574

Summary:
Energy relative to the best compared isomer or geometry (same formula, charge and spin), kJ/mol: 213.9
HOMO-LUMO gap, Eh: 0.354
LUMO level, eV: 0.5

(2)
Here is 8 unconnected molecules or ions with the total composition C27H56F3NO19 from OMol25. Energies are from ωB97M-V/def2-TZVPD.

Cartesian coordinates (Å):
N 0.37085 -2.16785 0.18730
H -0.24915 -2.82185 0.73830
H 0.81685 -2.60585 -0.53770
H 1.15985 -1.65585 0.67030
H -0.29915 -1.49185 -0.30570
O 1.02685 0.81415 0.48630
H 1.91185 0.75315 0.10130
C 3.29785 1.64415 3.08530
C 4.00585 2.58215 2.21630
O 5.26885 2.06615 2.00730
C 5.37885 1.02215 2.77730
O 6.34485 0.30015 2.65430
O 4.34985 0.73115 3.54030
F 4.00785 3.80815 2.84430
H 2.47085 1.05415 2.47630
H 2.87985 2.09815 3.92130
H 3.39485 2.90515 1.42030
C 0.32485 3.73315 2.99030
C -0.47115 2.46415 3.30730
O -1.66615 3.11115 3.79130
C -1.60615 4.46915 3.67230
O -2.46915 5.28415 4.00430
O -0.45415 4.83215 3.18030
F 0.17485 1.71915 4.20430
H 0.48485 3.54715 2.08330
H 1.13085 3.68515 3.73730
H -0.55215 2.05915 2.53330
C 1.42685 2.08115 -2.30470
C 1.79985 3.35615 -1.42370
O 1.43285 4.47715 -2.23070
C 1.33185 4.07615 -3.41470
O 0.90385 4.79915 -4.33670
O 1.40785 2.66115 -3.60170
F 3.11185 3.39815 -1.18870
H 0.54285 1.57315 -2.06370
H 2.13685 1.13215 -2.17970
H 1.55085 3.19715 -0.27970
C -4.77215 2.88615 1.55430
O -3.88615 3.01915 0.50530
C -3.02715 1.87015 0.22930
C -2.28415 2.00615 -1.00770
O -3.04515 1.85215 -2.12370
C -2.53815 2.10015 -3.36170
C -3.50315 1.82015 -4.47570
O -3.99515 0.42815 -4.40070
C -4.90215 0.01615 -5.30670
H -5.43015 3.48915 1.82530
H -4.21915 2.46415 2.47230
H -5.35915 2.10915 1.31830
H -3.74315 1.07815 0.36130
H -2.51415 1.80515 1.21930
H -1.47615 1.07515 -0.88970
H -1.72815 2.83915 -0.85570
H -1.53915 1.38615 -3.56770
H -2.29015 3.19315 -3.41270
H -3.13415 1.97115 -5.49670
H -4.37115 2.50915 -4.29770
H -5.69215 0.55115 -5.10770
H -4.84415 -1.02385 -5.15570
H -4.42715 0.26615 -6.19670
C 3.96685 -1.84085 0.79630
O 3.42285 -2.49285 -0.31670
C 3.47385 -1.66685 -1.52370
C 2.86085 -2.42685 -2.66770
O 1.69285 -2.49385 -2.54570
C 0.94585 -3.28985 -3.62470
C -0.49515 -3.51485 -3.05470
O -1.12015 -2.38285 -2.53470
C -1.63615 -1.56985 -3.52070
H 3.28085 -1.13985 1.04130
H 4.99285 -1.64785 0.72330
H 3.73985 -2.63485 1.55930
H 4.58885 -1.27485 -1.82970
H 2.76485 -0.76285 -1.38370
H 3.55585 -3.27385 -2.92570
H 3.15485 -2.04685 -3.52870
H 1.32985 -4.22585 -3.84770
H 0.72785 -2.89185 -4.48270
H -0.62315 -4.29085 -2.35070
H -1.22315 -3.89085 -3.71170
H -1.17515 -0.99385 -4.20270
H -2.22015 -0.83485 -3.12070
H -2.37315 -1.89185 -4.13670
C -3.50815 -1.68985 0.63830
O -2.25315 -1.45685 1.26930
C -2.32915 -1.33185 2.66230
C -0.92015 -1.24385 3.14730
O -0.26215 -2.30385 3.11230
C 1.06285 -2.26685 3.79030
C 1.73185 -3.60585 3.57130
O 1.48285 -4.05685 2.20230
C 2.16985 -5.27285 1.90630
H -3.71815 -2.73585 0.55530
H -3.58615 -1.08485 -0.13170
H -4.38015 -1.20085 1.32030
H -2.71215 -2.29685 2.96630
H -2.84015 -0.52985 3.30830
H -0.97715 -1.01085 4.28830
H -0.17415 -0.59385 2.58730
H 1.07685 -1.98285 4.84830
H 1.67585 -1.52285 3.13530
H 1.08985 -4.32285 4.19730
H 2.76185 -3.74385 4.03830
H 1.97485 -5.43685 0.76930
H 1.69785 -6.10585 2.34430
H 3.34585 -5.12685 2.07030

Summary:
Energy relative to the best compared isomer or geometry (same formula, charge and spin), kJ/mol: 356.4
HOMO-LUMO gap, Eh: 0.311
LUMO level, eV: 0.1

(3)
Here is 13 unconnected molecules or ions with the total composition C48H63Cl4F33O22 from OMol25. Energies are from ωB97M-V/def2-TZVPD.

Cartesian coordinates (Å):
C -8.65544 -0.27634 1.08858
C -7.98552 1.17393 0.60566
O -6.59676 0.98863 0.53497
C -5.86818 2.13166 0.53870
O -6.31581 3.28093 0.69048
C -4.34192 1.98098 0.51467
F -3.91313 2.75503 -0.50046
F -3.90213 2.57004 1.63538
F -3.91503 0.66393 0.48233
H -9.72449 -0.16986 0.90446
H -8.40248 -0.45801 2.13314
H -8.37377 -1.13814 0.48356
H -8.25138 1.89426 1.37931
H -8.37237 1.56324 -0.33608
C -2.44213 3.99554 4.52513
C -2.52209 2.48905 4.87869
O -1.31398 2.09843 5.55720
C -1.26382 1.02968 6.42424
O -2.26653 0.44651 6.85037
C 0.14527 0.74421 7.02954
F 0.88380 0.17137 6.03898
F 0.83881 1.85572 7.37668
F 0.13551 -0.17630 8.04908
H -3.47195 4.28893 4.32144
H -1.76141 4.18898 3.69610
H -2.14618 4.60137 5.38157
H -2.67539 1.78815 4.05811
H -3.42580 2.42044 5.48426
C 5.94389 -0.53041 -2.91187
C 4.50568 -1.03449 -2.89404
O 4.23522 -1.68383 -1.65568
C 4.72785 -3.02976 -1.56698
O 5.50166 -3.63026 -2.33534
C 4.19898 -3.83341 -0.29288
F 3.44854 -4.86173 -0.62881
F 5.26581 -4.28771 0.41978
F 3.46419 -3.04042 0.48085
H 6.27160 -0.20770 -3.90009
H 6.63165 -1.33562 -2.65358
H 6.15150 0.37306 -2.33852
H 4.20589 -1.73747 -3.67124
H 3.86068 -0.16296 -3.00595
C -1.66745 -0.86599 2.52323
C -1.12750 0.56916 2.11793
O 0.12809 0.40735 1.43368
C 0.11636 0.37230 0.03313
O -0.80519 0.58024 -0.73845
C 1.55361 0.21554 -0.58171
F 1.78859 1.34975 -1.25178
F 2.49014 0.04341 0.33134
F 1.65332 -0.85035 -1.35919
H -1.62935 -1.57391 1.69528
H -2.63227 -0.77074 3.02137
H -1.02151 -1.18915 3.33959
H -0.90632 1.06518 3.06299
H -1.92046 1.14354 1.63898
C 1.84396 -2.17852 3.57016
C 1.22966 -3.20768 4.47461
O -0.06152 -2.74107 4.80081
C -0.91093 -3.51798 5.57386
O -0.53956 -4.50619 6.19635
C -2.35108 -3.00282 5.53469
F -2.92754 -3.10060 6.70172
F -2.48995 -1.71634 5.18309
F -2.96978 -3.76899 4.62329
H 2.20733 -1.26012 4.03125
H 1.19620 -1.93408 2.72829
H 2.79975 -2.58806 3.24327
H 1.86390 -3.42788 5.33330
H 1.00113 -4.07861 3.86032
C 5.07558 -1.04907 2.36512
C 5.93933 -0.05725 1.51706
O 7.29004 -0.28223 1.88307
C 8.07875 -1.24342 1.19682
O 7.65426 -2.00193 0.32649
C 9.50450 -1.21131 1.74108
F 9.77662 -0.19727 2.51204
F 9.71138 -2.30931 2.41791
F 10.37659 -1.26660 0.75382
H 5.35782 -0.89462 3.40655
H 5.27561 -2.11319 2.23966
H 3.99726 -1.06234 2.20649
H 5.70089 0.94217 1.88094
H 5.71290 -0.09183 0.45139
C -1.55647 -7.44907 -2.55412
C -1.04219 -7.32317 -1.04383
O -1.00631 -5.98305 -0.68465
C -0.17981 -5.48309 0.25426
O 0.79226 -6.04724 0.78844
C -0.55086 -4.04878 0.60846
F -1.51659 -3.56956 -0.22515
F -1.06756 -4.06926 1.79997
F 0.53457 -3.35041 0.51784
H -2.56031 -7.02642 -2.51203
H -1.50589 -8.49361 -2.86148
H -0.92958 -6.82028 -3.18637
H -0.02171 -7.70466 -1.00947
H -1.59213 -7.95457 -0.34598
C 2.11972 2.34179 3.84218
C 2.39482 3.07387 2.50954
O 1.17297 3.26947 1.89372
C 1.09474 4.18249 0.87323
O 2.03164 4.89223 0.44236
C -0.26800 4.25662 0.17255
F -0.71786 5.53097 0.31910
F -0.14879 3.97280 -1.14881
F -1.16066 3.45947 0.73722
H 1.68155 2.99149 4.59980
H 2.97737 1.78943 4.22616
H 1.38740 1.53883 3.75811
H 3.02441 2.43106 1.89432
H 2.94258 3.98995 2.73061
C 6.19635 4.19616 -6.91803
C 5.28875 3.05133 -7.21974
O 4.04476 2.97434 -6.54263
C 3.97173 2.60813 -5.24849
O 4.95112 2.48416 -4.50928
C 2.54069 2.35313 -4.79402
F 2.26999 3.01513 -3.69580
F 1.65421 2.66266 -5.78774
F 2.53483 1.06101 -4.51608
H 7.17505 4.04225 -7.37253
H 6.28903 4.37467 -5.84674
H 5.86984 5.14428 -7.34531
H 5.82335 2.13891 -6.95558
H 5.21979 3.08847 -8.30692
C -6.71471 -0.79653 -4.41137
C -6.20647 0.10368 -3.29382
O -5.17133 -0.51490 -2.53742
C -5.28907 -1.65991 -1.79256
O -6.35529 -2.28546 -1.69880
C -3.99358 -2.22933 -1.20151
F -2.94142 -1.37442 -1.35404
F -4.14847 -2.44841 0.05446
F -3.61722 -3.38241 -1.81953
H -7.30199 -1.65893 -4.09601
H -5.86402 -1.24551 -4.92405
H -7.36992 -0.30475 -5.13037
H -6.98258 0.31172 -2.55729
H -5.87371 1.11444 -3.52993
C -1.67370 4.26918 -7.37635
C -2.67449 3.20150 -6.99521
O -1.94161 2.15385 -6.37627
C -2.49936 1.29700 -5.48648
O -3.66311 1.16621 -5.34283
C -1.44737 0.42452 -4.69741
F -1.58530 0.71707 -3.38450
F -1.84512 -0.86757 -4.89914
F -0.17667 0.52589 -4.96501
H -1.05993 3.90282 -8.19925
H -1.09109 4.57300 -6.50666
H -2.11411 5.23134 -7.63787
H -3.32742 2.88480 -7.80853
H -3.30694 3.60890 -6.20645
Cl 6.71227 6.03219 0.48071
C 5.30949 4.97085 0.38802
C 5.30456 4.13885 -0.93428
Cl 4.14583 2.80670 -0.72922
H 4.50795 5.70423 0.47623
H 5.29695 4.31717 1.26017
H 6.32088 3.86978 -1.22202
H 4.96832 4.73205 -1.78467
Cl -5.51168 -1.25885 2.72020
C -6.48148 -2.78859 2.57003
C -7.29723 -3.20052 3.75809
Cl -6.43691 -3.15896 5.31585
H -5.77836 -3.61043 2.43475
H -7.13836 -2.73576 1.70180
H -7.65421 -4.21830 3.60064
H -8.06205 -2.43881 3.90956

Summary:
HOMO-LUMO gap (spin up / spin down), Eh: 0.077 / 0.254
Expectation value of S²: 0.753
Spin multiplicity: 2
Total charge: -1
LUMO level (spin up / spin down), eV: 1.8 / 1.8

(4)
Here is 2 unconnected molecules or ions with the total composition C3H8NO3S from OMol25. Energies are from ωB97M-V/def2-TZVPD.

Cartesian coordinates (Å):
C -0.80522 -1.95417 0.18959
C -1.21624 1.67610 -0.11733
C -0.46483 -0.50097 0.27760
N 1.33851 -0.51221 -0.83958
O 3.66009 0.40787 -0.21310
O 1.79927 0.81892 1.37503
O -1.36441 0.29846 -0.36810
S 2.25512 0.86139 -0.05092
H -1.55862 -2.23833 0.93188
H -1.20101 -2.16969 -0.80079
H 0.09077 -2.54003 0.34630
H -1.93812 2.18878 -0.75470
H -0.19995 2.00132 -0.35104
H -1.42083 1.90175 0.93291
H 0.01466 -0.11135 1.16603
H 1.01083 -0.12785 -1.72379

Summary:
Energy relative to the best compared isomer or geometry (same formula, charge and spin), kJ/mol: 386.4
HOMO-LUMO gap, Eh: 0.243
Total charge: -1
LUMO level, eV: 3.6

(5)
Here is a molecular structure, C6H11NO from OMol25. Energies are from ωB97M-V/def2-TZVPD.

Cartesian coordinates (Å):
C -1.04974 1.08703 -1.45911
C 1.77750 0.34261 -0.42626
N -0.98660 0.80599 -0.04149
C -1.11756 -0.51053 0.30539
C 0.79239 0.04031 0.64374
C -0.66008 -1.64658 -0.33752
C 0.99858 -0.04709 1.94490
O -1.79634 -0.69792 1.47001
H -2.07962 0.19363 1.72918
H -1.10491 2.16697 -1.60292
H -0.19678 0.72442 -2.04838
H -1.94263 0.61289 -1.89930
H 2.77515 0.27869 0.01594
H 1.64480 1.35115 -0.81814
H 1.74142 -0.36160 -1.25511
H -0.19736 -1.58890 -1.30778
H -0.82217 -2.61602 0.10862
H 2.00159 0.13210 2.31512
H 0.22236 -0.26714 2.66311

Summary:
Energy relative to the best compared isomer or geometry (same formula, charge and spin), kJ/mol: 516.6
HOMO-LUMO gap, Eh: 0.277
LUMO level, eV: 0.3

Molar mass for every record listed, in sequence, given in Da: 88.1 755.7 1760.8 138.2 113.2.